Record 1
The following is a quantum chemistry calculation of 2 unconnected molecules or ions with the total composition C2H4IN at a distorted geometry, from OMol25.

Each line ends with the Löwdin charge.
CARTESIAN COORDINATES (ANGSTROEM)
C1 1.000 -1.241 0.134  -0.33
C2 -1.148 0.972 -0.244  -0.57
N1 -0.077 -1.440 -0.389  0.07
I1 0.466 2.063 0.419  0.87
H1 1.805 -1.959 0.440  0.08
H2 1.475 -0.246 0.481  -0.06
H3 -1.455 1.207 -1.230  -0.07
H4 -2.066 0.643 0.388  0.02

As for the HOMO-LUMO gap: 7.11 eV. For the relative energy (zero: lowest compared OMol25 entry of this formula, charge and spin), the calculation gives 4.282 eV. Its HOMO energy is -0.3011 hartree. Its electronic energy is -11724.727 eV.

=====

Record 2
The following is a quantum chemistry calculation of a molecular structure, C45H48CsN5O2P2S2, from OMol25.

Each line ends with the Löwdin charge.
CARTESIAN COORDINATES (ANGSTROEM)
Cs1 1.110 0.414 0.572  0.89
O1 1.389 2.283 2.619  -0.31
C1 2.367 2.465 3.420  -0.44
C2 3.042 3.713 3.568  -0.04
C3 4.130 3.859 4.405  -0.14
C4 4.621 2.791 5.157  -0.15
C5 3.975 1.564 5.048  -0.09
C6 2.878 1.393 4.219  -0.17
C7 2.141 0.104 4.187  -0.15
N1 2.519 -1.007 3.706  0.07
C8 3.775 -1.042 2.960  -0.22
C9 4.028 -2.424 2.366  -0.21
N2 2.916 -2.896 1.555  0.07
C10 3.024 -2.906 0.293  -0.14
C11 4.168 -2.481 -0.562  -0.18
C12 4.947 -3.428 -1.207  -0.09
C13 5.979 -3.067 -2.066  -0.15
C14 6.202 -1.706 -2.283  -0.14
C15 5.426 -0.742 -1.672  -0.04
C16 4.358 -1.077 -0.787  -0.46
O2 3.600 -0.206 -0.245  -0.35
H1 2.675 4.548 2.981  0.09
H2 4.616 4.829 4.476  0.08
H3 5.476 2.913 5.810  0.07
H4 4.326 0.717 5.633  0.10
H5 1.143 0.111 4.637  0.10
H6 3.756 -0.304 2.152  0.09
H7 4.626 -0.787 3.600  0.11
H8 4.969 -2.389 1.804  0.11
H9 4.139 -3.138 3.189  0.10
H10 2.142 -3.275 -0.244  0.08
H11 4.741 -4.481 -1.029  0.10
H12 6.585 -3.819 -2.555  0.07
H13 6.999 -1.396 -2.953  0.08
H14 5.600 0.312 -1.856  0.10
C17 -3.999 2.973 2.027  -0.10
C18 -4.471 1.675 1.853  -0.10
C19 -3.677 0.597 2.189  -0.04
C20 -2.413 0.826 2.728  -0.27
C21 -1.922 2.115 2.883  -0.03
C22 -2.722 3.191 2.523  -0.08
N3 -1.531 -0.216 3.140  0.08
N4 -1.830 -1.353 2.752  0.10
C23 -0.908 -2.340 3.231  -0.32
C24 -0.392 -2.294 4.519  -0.05
C25 0.504 -3.279 4.889  -0.08
C26 0.846 -4.256 3.969  -0.08
C27 0.260 -4.209 2.714  -0.16
N5 -0.627 -3.289 2.352  0.14
H15 -4.620 3.811 1.733  0.09
H16 -5.440 1.506 1.402  0.09
H17 -4.010 -0.417 2.018  0.10
H18 -0.898 2.251 3.217  0.09
H19 -2.334 4.199 2.609  0.10
H20 -0.672 -1.487 5.181  0.10
H21 0.954 -3.265 5.874  0.10
H22 1.573 -5.022 4.201  0.10
H23 0.520 -4.944 1.959  0.10
S1 -4.767 0.352 -1.847  0.14
P1 -3.396 1.788 -1.852  0.00
S2 -1.721 1.581 -0.819  0.16
C28 -3.000 2.243 -3.596  -0.38
C29 -3.972 2.131 -4.586  -0.12
C30 -3.691 2.505 -5.892  -0.10
C31 -2.432 2.990 -6.223  -0.11
C32 -1.457 3.098 -5.241  -0.09
C33 -1.741 2.727 -3.934  -0.12
C34 -4.170 3.384 -1.336  -0.37
C35 -5.549 3.518 -1.227  -0.12
C36 -6.108 4.724 -0.820  -0.11
C37 -5.292 5.810 -0.534  -0.12
C38 -3.913 5.682 -0.648  -0.10
C39 -3.357 4.474 -1.039  -0.11
H24 -4.941 1.724 -4.321  0.07
H25 -4.453 2.408 -6.656  0.09
H26 -2.208 3.272 -7.245  0.09
H27 -0.468 3.460 -5.494  0.10
H28 -0.982 2.782 -3.162  0.07
H29 -6.171 2.657 -1.444  0.06
H30 -7.184 4.814 -0.723  0.09
H31 -5.728 6.750 -0.215  0.09
H32 -3.268 6.520 -0.411  0.10
H33 -2.281 4.347 -1.080  0.08
C40 -1.358 -5.005 -1.781  -0.16
C41 -0.838 -3.830 -0.957  -0.44
P2 -0.223 -2.331 -1.853  0.95
C42 0.957 -3.115 -3.054  -0.43
C43 1.983 -2.126 -3.609  -0.15
C44 -1.668 -1.942 -2.926  -0.43
C45 -1.369 -0.832 -3.929  -0.17
H34 -1.650 -5.834 -1.130  0.06
H35 -0.600 -5.379 -2.472  0.05
H36 -2.235 -4.728 -2.367  0.05
H37 -0.005 -4.153 -0.325  0.04
H38 -1.597 -3.480 -0.254  0.06
H39 0.410 -3.610 -3.864  0.07
H40 1.485 -3.901 -2.503  0.06
H41 1.503 -1.319 -4.165  0.05
H42 2.692 -2.624 -4.276  0.07
H43 2.559 -1.671 -2.803  0.05
H44 -2.465 -1.610 -2.255  0.04
H45 -2.018 -2.837 -3.451  0.06
H46 -0.946 0.036 -3.419  0.04
H47 -2.284 -0.506 -4.429  0.06
H48 -0.662 -1.161 -4.694  0.06

Its total charge is -2. As for the HOMO-LUMO gap: 6.00 eV. For the relative energy (zero: lowest compared OMol25 entry of this formula, charge and spin), the calculation gives 0.808 eV. Its HOMO energy is -0.0819 hartree. Its electronic energy is -99789.221 eV.

=====

Record 3
The following is a quantum chemistry calculation of a molecular structure, C15H31N2O3PPdSi at a distorted geometry, from OMol25.

Each line ends with the Löwdin spin population.
CARTESIAN COORDINATES (ANGSTROEM)
Pd1 0.365 -0.507 -0.071  1.05
Si1 0.196 2.021 -1.952  0.06
P1 1.984 0.639 1.161  0.12
N1 -0.475 1.444 -0.491  0.43
H1 0.620 -1.974 -0.881  0.03
C1 2.080 0.140 2.915  0.02
H2 2.810 0.760 3.452  0.01
H3 2.357 -0.918 2.979  0.00
H4 1.085 0.275 3.359  0.00
C2 3.656 0.383 0.470  0.02
H5 4.396 0.872 1.117  0.00
H6 3.711 0.817 -0.537  0.00
H7 3.860 -0.693 0.417  0.00
C3 1.918 2.463 1.356  0.03
H8 2.839 2.799 1.855  0.01
H9 1.054 2.739 1.976  0.00
H10 1.831 2.969 0.389  0.00
C4 1.147 0.712 -2.888  0.00
H11 0.663 -0.269 -2.810  0.00
H12 2.184 0.641 -2.544  0.00
H13 1.145 1.022 -3.942  0.00
H14 -0.862 2.489 -2.875  0.01
H15 1.148 3.127 -1.692  0.01
C5 -1.371 2.066 0.309  0.18
C6 -2.661 2.137 2.386  0.24
C7 -1.798 1.465 1.525  0.30
C8 -1.880 3.357 -0.019  0.33
C9 -2.758 4.008 0.844  0.23
C10 -3.152 3.402 2.047  0.25
H16 -2.951 1.656 3.321  0.02
H17 -1.445 0.457 1.756  0.01
H18 -1.569 3.836 -0.954  0.02
H19 -3.140 4.994 0.581  0.01
H20 -3.844 3.919 2.717  0.01
C11 1.420 -2.726 -0.162  0.11
O1 1.609 -1.934 0.951  0.37
C12 0.799 -4.038 0.292  0.02
H21 0.715 -4.762 -0.527  0.00
H22 -0.191 -3.875 0.727  0.00
H23 1.444 -4.470 1.074  0.00
C13 2.683 -2.948 -0.984  0.02
H24 3.550 -3.100 -0.325  0.00
H25 2.881 -2.088 -1.636  0.00
H26 2.571 -3.830 -1.628  0.00
N2 -3.308 -1.943 -2.378  0.00
C14 -3.554 -2.181 -0.928  0.00
C15 -2.293 -1.761 -0.201  0.00
O2 -2.164 -1.876 1.024  0.00
O3 -1.425 -1.296 -1.054  0.06
H27 -3.320 -0.932 -2.568  0.00
H28 -4.020 -2.377 -2.960  0.00
H29 -2.371 -2.291 -2.634  0.00
H30 -4.406 -1.587 -0.601  0.00
H31 -3.762 -3.236 -0.761  0.00

As for the multiplicity: 5. As for the HOMO-LUMO gap (alpha / beta): 1.73 / 6.22 eV. For the relative energy (zero: lowest compared OMol25 entry of this formula, charge and spin), the calculation gives 0.000 eV. Its HOMO energy (alpha / beta) is -0.0938 / -0.2635 hartree. Its electronic energy is -45820.958 eV.